C25H20F6N3NaO6P | ωB97M-V/def2-TZVPD

Geometry as XYZ:
```
62
Properties=species:S:1:pos:R:3:forces:R:3:lowdin_charge:R:1
Na 1.02636 0.03404 1.08695 -0.444 -0.210 0.211 0.403
O -3.17390 0.89165 6.10765 -0.015 -0.008 -0.011 0.027
C -2.35850 0.73041 5.00918 0.007 -0.016 -0.031 -0.302
C -1.12112 1.34947 4.93174 0.026 0.000 -0.046 0.031
C -0.35583 1.14159 3.79314 0.010 -0.006 -0.049 -0.186
N -0.76467 0.36787 2.78922 0.148 0.052 0.017 0.162
C -1.94758 -0.23524 2.87539 -0.003 -0.084 -0.063 -0.154
C -2.79047 -0.07280 3.96851 -0.005 0.006 -0.025 0.046
C -2.35287 -1.18093 1.71852 0.044 0.002 -0.005 -0.638
O -3.52736 -1.60361 1.75212 0.100 0.001 -0.011 -0.055
O -1.44658 -1.44133 0.89366 -0.140 0.125 -0.013 -0.060
C 1.02475 1.82687 3.64610 -0.052 -0.009 -0.085 -0.663
O 1.38788 2.53446 4.60515 -0.066 -0.030 -0.060 -0.048
O 1.60688 1.60628 2.55902 0.194 0.174 0.200 -0.064
H -2.70647 1.46403 6.72367 0.007 0.015 0.016 0.088
H -0.71449 1.98613 5.70992 -0.037 -0.012 0.018 0.111
H -3.74513 -0.57907 3.97115 0.002 0.016 0.038 0.115
C -0.46672 5.13788 1.02816 0.009 0.000 0.046 -0.090
C -0.29365 5.52127 -0.29645 0.008 0.020 -0.008 -0.110
C -0.23994 4.57569 -1.31153 -0.027 -0.057 -0.001 -0.053
C -0.37548 3.21259 -1.02214 0.022 0.045 0.078 -0.166
C -0.56697 2.91199 0.30786 0.059 -0.102 0.022 0.144
C -0.60155 3.78856 1.35423 -0.030 0.055 -0.090 -0.061
C -0.30564 2.13515 -2.04221 0.065 0.023 -0.038 -0.225
C 0.34384 2.34615 -3.29004 -0.023 -0.003 0.026 -0.008
C 0.39446 1.32599 -4.18660 -0.006 0.006 0.006 -0.026
C -0.19686 0.08344 -3.86581 0.005 -0.020 -0.012 -0.173
C -0.17306 -1.03153 -4.73518 0.004 0.005 0.006 -0.052
C -0.74209 -2.21213 -4.35129 0.005 0.024 -0.016 -0.100
C -1.35509 -2.32685 -3.08245 -0.042 -0.004 0.038 -0.089
C -1.38787 -1.27159 -2.21419 -0.033 -0.033 0.024 0.013
C -0.80229 -0.03936 -2.59735 0.003 0.031 0.036 -0.202
N -0.84282 0.99076 -1.71009 -0.057 0.007 -0.008 0.196
H -0.47676 5.88504 1.81324 -0.004 -0.008 0.004 0.097
H -0.18735 6.57177 -0.53962 0.002 -0.001 -0.013 0.089
H -0.10251 4.89999 -2.33609 0.007 0.003 -0.027 0.096
H -0.70451 3.45812 2.37960 0.003 0.003 -0.012 0.099
H 0.83206 3.28894 -3.49298 0.004 0.007 -0.010 0.100
H 0.91274 1.43590 -5.13297 0.006 0.014 0.019 0.113
H 0.32081 -0.93408 -5.69583 -0.002 -0.011 0.000 0.104
H -0.71412 -3.06911 -5.01444 0.002 -0.001 0.003 0.089
H -1.80163 -3.27005 -2.78878 0.011 -0.004 0.000 0.095
H -1.81709 -1.34896 -1.21727 0.085 -0.005 -0.018 0.096
F 1.93317 -0.50421 -1.00516 0.041 0.017 -0.107 -0.171
P 3.45099 -0.48451 -1.65367 -0.001 0.006 0.099 0.169
F 4.94296 -0.48418 -2.27428 -0.032 -0.020 -0.037 -0.165
F 3.28884 -2.06486 -2.00948 0.026 -0.004 -0.020 -0.174
F 4.04071 -0.88697 -0.20254 0.022 0.003 0.012 -0.156
F 3.57162 1.07630 -1.28660 0.003 0.014 -0.028 -0.147
F 2.82704 -0.11179 -3.09318 -0.004 0.006 -0.040 -0.147
C 1.21759 -4.47438 -0.89983 0.011 0.039 -0.003 -0.055
N 0.87783 -3.86277 0.36129 -0.010 -0.053 0.098 -0.168
C -0.34725 -4.26654 1.02027 -0.038 0.024 -0.036 -0.045
C 1.65215 -2.89636 0.89652 -0.054 0.118 -0.083 -0.324
O 1.41613 -2.31101 1.94299 0.135 -0.034 -0.040 0.014
H 1.39232 -5.55012 -0.78225 0.000 -0.007 -0.002 0.079
H 2.11269 -4.00501 -1.30438 0.003 -0.006 0.010 0.072
H 0.40878 -4.33144 -1.62191 -0.004 0.005 0.014 0.075
H -0.21046 -5.20504 1.57021 0.023 -0.009 0.000 0.082
H -1.13163 -4.40272 0.27356 0.008 0.036 0.019 0.088
H -0.66166 -3.46829 1.68717 0.019 -0.066 -0.009 0.071
H 2.52741 -2.65151 0.28038 0.003 -0.079 -0.001 0.113
```
Positions in Å, forces in eV/Å.

Computed properties:
Total charge: -2
Spin multiplicity: 2
Strongest force on any atom (eV Å⁻¹): 0.53
Energy above the lowest of the compared OMol25 structures with the same formula, charge and spin (kJ/mol): 0.0
Highest occupied orbital energy (alpha / beta) (hartree): -0.116 / -0.116